No. 1
This record from the Open Molecules 2025 dataset describes a single C5H10N2O2S molecule. The level of theory is ωB97M-V with the def2-TZVPD basis set.

Last column: Mulliken charge in e.
Atoms and positions in Å:
C (-0.106, -1.215, -1.196)  -0.804
C (1.115, -0.433, -0.910)  0.862
C (1.315, 0.042, 0.500)  -1.038
C (0.968, 0.795, -1.749)  -1.794
C (-2.198, 0.874, 1.390)  -0.899
N (-1.312, 0.249, 0.472)  -0.070
N (1.036, -0.602, 1.569)  0.856
O (1.261, -0.281, 2.744)  -0.730
O (0.329, -1.749, 1.309)  -0.433
S (-1.076, -1.216, 0.304)  0.152
H (-0.759, -0.731, -1.874)  0.438
H (0.030, -2.283, -1.557)  0.337
H (2.115, -0.969, -1.225)  0.434
H (1.818, 0.941, 0.699)  0.463
H (0.910, 0.532, -2.751)  0.476
H (1.858, 1.360, -1.561)  0.447
H (0.112, 1.287, -1.285)  0.400
H (-1.701, 1.707, 1.954)  0.293
H (-3.117, 1.426, 1.002)  0.283
H (-2.597, 0.269, 2.165)  0.328

LUMO energy	0.571	eV
HOMO	-8.43	eV
energy above the lowest of the compared OMol25 structures with the same formula, charge and spin	5.265	eV
E_tot	-23251.4050	eV
maximum force	3.1	eV/Å

No. 2
This record from the Open Molecules 2025 dataset describes a gas-phase ion, C5H10N2O3 (charge -2). The level of theory is ωB97M-V with the def2-TZVPD basis set.

Last column: Mulliken charge in e.
Atoms and positions in Å:
C (-0.611, 1.173, -1.277)  0.087
C (0.577, -1.662, 1.083)  -1.672
C (1.350, -0.832, -1.228)  -1.663
C (-0.792, 0.161, -0.205)  -0.364
C (0.677, -0.532, 0.068)  1.089
N (-0.630, 1.824, 1.485)  -0.905
N (-1.363, 0.522, 1.089)  0.044
O (0.298, 2.049, -1.166)  -0.716
O (-2.728, 0.627, 1.020)  -0.927
O (-1.371, 1.114, -2.234)  -0.670
H (0.485, -2.702, 0.543)  0.206
H (-0.178, -1.328, 1.732)  0.554
H (1.453, -1.803, 1.570)  0.436
H (0.923, -1.637, -1.895)  0.257
H (2.351, -1.200, -1.041)  0.444
H (1.313, 0.021, -1.819)  0.481
H (-1.664, -0.511, -0.410)  0.398
H (1.197, 0.171, 0.590)  0.187
H (0.037, 2.066, 0.641)  0.387
H (-1.325, 2.480, 1.454)  0.347

LUMO energy	6.425	eV
HOMO	2.10	eV
energy above the lowest of the compared OMol25 structures with the same formula, charge and spin	0.553	eV
structure (SMILES)	CC(C)[C@H](C(=O)[O-])N(N)[O-]
E_tot	-14464.4680	eV
total charge	-2
maximum force	4.5	eV/Å

No. 3
This record from the Open Molecules 2025 dataset describes a single C5H10N2O3 molecule. The level of theory is ωB97M-V with the def2-TZVPD basis set.

Last column: Mulliken charge in e.
Atoms and positions in Å:
C (1.566, -0.494, 1.652)  -1.205
C (-2.158, 1.028, -0.351)  -1.630
C (1.593, -0.118, 0.156)  -0.815
C (-0.790, 0.797, 0.277)  -0.577
C (0.245, -0.049, -0.544)  0.962
N (0.468, 0.697, -1.951)  -0.096
N (-0.375, -1.306, -0.740)  0.880
O (-1.211, -1.684, 0.051)  -0.543
O (0.408, 0.057, -2.937)  -0.282
O (0.141, -2.041, -1.628)  -0.569
H (1.310, 0.312, 2.288)  0.334
H (2.627, -0.758, 2.051)  0.334
H (0.819, -1.306, 1.921)  0.302
H (-2.119, 1.522, -1.237)  0.440
H (-2.469, 0.030, -0.563)  0.430
H (-2.889, 1.490, 0.281)  0.391
H (2.204, 0.765, 0.006)  0.413
H (2.086, -0.977, -0.315)  0.376
H (-1.002, 0.199, 1.167)  0.436
H (-0.454, 1.836, 0.415)  0.421

LUMO energy (spin up / spin down)	-0.505 / -1.602	eV
HOMO (spin up / spin down)	-8.38 / -11.35	eV
energy above the lowest of the compared OMol25 structures with the same formula, charge and spin	2.295	eV
E_tot	-14462.6204	eV
spin multiplicity	3
maximum force	5.4	eV/Å
⟨S²⟩	2.011

No. 4
This record from the Open Molecules 2025 dataset describes a single C5H10N2O3S molecule. The level of theory is ωB97M-V with the def2-TZVPD basis set.

Last column: Mulliken charge in e.
Atoms and positions in Å:
C (1.562, 0.680, -0.131)  -0.744
C (1.566, -0.677, -0.476)  -0.035
C (-0.635, 0.508, -0.753)  -0.265
C (-0.090, 2.097, 0.998)  -1.254
C (0.281, -2.684, -0.803)  -0.867
N (0.274, 1.224, -0.128)  0.098
N (0.515, -1.295, -1.002)  -0.274
O (-2.785, -0.919, -0.715)  -0.568
O (-1.853, 0.000, 1.367)  -0.556
O (-2.991, 1.496, -0.347)  -0.550
S (-2.089, 0.074, -0.004)  1.172
H (2.297, 1.323, 0.323)  0.430
H (2.438, -1.202, -0.235)  0.416
H (-0.596, 0.582, -1.763)  0.430
H (0.392, 3.005, 0.840)  0.506
H (-1.024, 2.463, 0.813)  0.521
H (-0.102, 1.690, 2.036)  0.298
H (0.443, -3.209, -1.816)  0.243
H (1.027, -3.171, -0.185)  0.337
H (-0.641, -2.767, -0.304)  0.337
H (-3.902, 1.496, -0.026)  0.325

LUMO energy (spin up / spin down)	-0.023 / -0.022	eV
HOMO (spin up / spin down)	-7.67 / -7.67	eV
energy above the lowest of the compared OMol25 structures with the same formula, charge and spin	5.983	eV
E_tot	-25300.4364	eV
maximum force	4.4	eV/Å

No. 5
This record from the Open Molecules 2025 dataset describes 2 unconnected molecules or ions with the total composition C5H10N2O6. The level of theory is ωB97M-V with the def2-TZVPD basis set.

Last column: Mulliken charge in e.
Atoms and positions in Å:
C (1.059, 1.887, 2.716)  -1.422
C (1.401, 0.534, 2.194)  0.461
C (2.924, 0.395, 2.110)  -1.422
C (0.692, 0.297, 0.826)  0.470
C (-0.872, 0.463, 0.849)  -0.849
O (-1.252, 0.550, -0.492)  -0.287
N (-2.671, -0.015, -0.514)  0.967
O (-3.067, -0.368, -1.618)  -0.507
O (-3.205, -0.022, 0.583)  -0.475
O (1.004, -0.965, 0.540)  -0.394
O (1.999, -0.608, -1.229)  -0.086
N (1.264, -1.123, -2.147)  0.422
O (1.448, -0.795, -3.283)  -0.431
H (1.461, 2.621, 2.006)  0.345
H (-0.025, 2.039, 2.831)  0.345
H (1.537, 2.047, 3.699)  0.401
H (0.971, -0.288, 2.811)  0.279
H (3.332, 1.219, 1.496)  0.339
H (3.308, 0.538, 3.126)  0.444
H (3.251, -0.583, 1.737)  0.348
H (1.129, 1.091, 0.118)  0.360
H (-1.203, -0.430, 1.378)  0.407
H (-1.264, 1.342, 1.367)  0.285

LUMO energy (spin up / spin down)	-2.110 / -2.417	eV
HOMO (spin up / spin down)	-9.90 / -10.11	eV
energy above the lowest of the compared OMol25 structures with the same formula, charge and spin	8.809	eV
E_tot	-20600.5680	eV
maximum force	3.3	eV/Å

No. 6
This record from the Open Molecules 2025 dataset describes 2 unconnected molecules or ions with the total composition C5H10N2O7. The level of theory is ωB97M-V with the def2-TZVPD basis set.

Last column: Mulliken charge in e.
Atoms and positions in Å:
C (-1.458, -1.755, 0.651)  -1.765
C (-1.368, -0.517, -0.235)  1.597
C (-2.592, 0.351, -0.050)  -1.610
C (-0.205, 0.421, 0.113)  -0.091
C (1.191, -0.240, 0.018)  -0.474
O (1.715, 0.900, 0.365)  -0.416
O (4.525, -1.610, 0.880)  -0.253
N (4.829, -0.835, -0.043)  0.565
O (6.020, -0.661, -0.466)  -0.321
O (-0.419, 1.504, -0.828)  -0.425
N (0.221, 2.744, -0.238)  0.984
O (0.645, 3.494, -1.078)  -0.552
O (0.051, 2.808, 0.973)  -0.458
O (-1.244, -0.989, -1.586)  -0.613
H (-1.462, -1.473, 1.707)  0.343
H (-2.408, -2.239, 0.438)  0.455
H (-0.659, -2.477, 0.474)  0.401
H (-2.640, 0.684, 0.987)  0.354
H (-2.516, 1.209, -0.720)  0.336
H (-3.470, -0.229, -0.295)  0.481
H (-0.433, 0.815, 1.126)  0.472
H (1.308, -0.918, 0.901)  0.305
H (1.502, -0.775, -0.917)  0.288
H (-1.136, -0.212, -2.178)  0.396

LUMO energy (spin up / spin down)	-1.591 / -3.059	eV
HOMO (spin up / spin down)	-10.32 / -10.24	eV
energy above the lowest of the compared OMol25 structures with the same formula, charge and spin	3.567	eV
E_tot	-22648.4391	eV
maximum force	6.0	eV/Å

No. 7
This record from the Open Molecules 2025 dataset describes a single C5H10N2P2 molecule. The level of theory is ωB97M-V with the def2-TZVPD basis set.

Last column: Mulliken charge in e.
Atoms and positions in Å:
C (2.351, -0.900, 0.151)  -0.484
C (3.236, 0.111, 0.122)  -0.448
C (1.124, -0.235, -0.025)  0.342
C (-2.742, 1.618, 0.669)  -1.193
C (-0.174, -0.831, -0.267)  0.161
N (2.628, 1.289, 0.077)  -1.117
N (1.364, 1.085, -0.016)  0.523
P (-0.460, -2.593, 0.045)  -0.132
P (-1.552, 0.271, -0.187)  0.338
H (2.335, -1.977, 0.515)  0.193
H (4.289, 0.079, 0.399)  0.396
H (-2.827, 2.178, -0.177)  0.427
H (-2.550, 2.309, 1.498)  0.343
H (-3.667, 1.148, 0.832)  0.363
H (0.692, 1.861, -0.047)  0.215
H (0.643, -3.161, -0.348)  -0.009
H (-0.983, -2.793, -1.320)  0.025
H (-2.528, -0.517, -0.677)  0.021
H (-1.177, 1.059, -1.244)  0.037

LUMO energy	0.172	eV
HOMO	-6.81	eV
energy above the lowest of the compared OMol25 structures with the same formula, charge and spin	1.997	eV
structure (SMILES)	C[PH2]=C(P)c1ccn[nH]1
E_tot	-26900.0650	eV
maximum force	4.2	eV/Å

No. 8
This record from the Open Molecules 2025 dataset describes a single C5H10N2S molecule. The level of theory is ωB97M-V with the def2-TZVPD basis set.

Last column: Mulliken charge in e.
Atoms and positions in Å:
C (1.512, 1.490, 0.157)  -1.082
C (1.389, 0.023, 0.193)  0.656
C (0.626, -0.723, 1.275)  -0.905
C (0.106, -0.755, -0.170)  -0.222
C (-3.308, -0.409, -0.290)  -0.383
H (1.980, 1.952, 1.112)  0.229
H (2.137, 1.861, -0.793)  0.313
H (0.385, 1.876, 0.097)  0.284
H (3.019, -0.144, -1.509)  0.115
H (0.985, -1.697, 1.623)  0.294
H (0.085, -0.075, 1.931)  0.265
H (0.266, -1.673, -0.754)  0.356
H (-1.300, 0.282, -1.408)  0.256
H (-4.185, -0.581, 0.310)  0.268
H (-3.346, -0.046, -1.337)  0.211
N (-1.082, -0.031, -0.425)  0.119
N (-2.143, -0.466, 0.304)  -0.535
S (2.872, -0.884, -0.317)  -0.238

LUMO energy	0.864	eV
HOMO	-8.68	eV
energy above the lowest of the compared OMol25 structures with the same formula, charge and spin	3.211	eV
structure (SMILES)	C=NN[C@@H]1C[C@@]1(C)S
E_tot	-19159.6952	eV
maximum force	3.0	eV/Å